# 1
24
Properties=species:S:1:pos:R:3:nbo_charge:R:1 method="wB97M-V/def2-TZVPD" homo_lumo_gap_ev=9.2 charge=+1 energy_ev=-10473.7102 e_homo_ev=-12.541 smiles="CC1=[N+](C)N(C)[C@@H](C)C1" lumo_ev=-3.4
C 2.3911 0.8394 1.1623 -0.672
C 1.0212 0.3859 0.6304 0.403
N 0.3119 0.6544 -0.4102 -0.087
C 0.8238 1.4554 -1.5261 -0.415
N -0.9807 0.1448 -0.2664 -0.242
C -1.9871 0.3777 -1.2323 -0.403
C -0.8623 -0.9872 0.7061 -0.028
C -0.7097 -2.2646 -0.1885 -0.625
C 0.4167 -0.6400 1.4758 -0.487
H 3.2286 0.5741 0.4107 0.267
H 2.5109 0.3448 2.1279 0.255
H 2.2976 1.9600 1.3095 0.258
H 0.9906 0.7423 -2.3364 0.240
H 1.6626 1.9840 -1.2637 0.241
H 0.0941 2.1741 -1.8266 0.236
H -1.5838 0.8373 -2.0537 0.213
H -2.3619 -0.5676 -1.4730 0.211
H -2.7609 0.9799 -0.7888 0.216
H -1.6775 -1.0926 1.4201 0.233
H 0.1616 -2.0133 -0.7162 0.205
H -1.6374 -2.1875 -0.7906 0.214
H -0.9183 -3.1834 0.3205 0.247
H 0.9826 -1.5459 1.5902 0.265
H 0.2088 -0.1077 2.3641 0.251

# 2
24
Properties=species:S:1:pos:R:3:nbo_charge:R:1 method="wB97M-V/def2-TZVPD" homo_lumo_gap_ev="8.0 / 8.0" charge=+1 energy_ev=-10468.7339 e_homo_ev="-11.381 / -11.382" lumo_ev="-3.4 / -3.3"
C -0.0826 -0.4690 0.6744 -0.289
C 2.3642 -0.7550 0.8562 0.444
C -1.1492 0.1027 0.1479 -0.223
C 2.6353 0.7239 -1.0193 -0.418
C 4.5494 -0.0062 0.4240 -0.401
C -3.4806 0.7612 0.7504 -0.428
C -3.1466 -0.9997 -0.8896 -0.411
N 3.1438 -0.1373 0.1227 -0.531
N -2.5706 -0.3737 0.3303 -0.372
H -0.0994 -1.2863 1.2540 0.155
H -1.0021 0.8978 -0.4832 0.201
H 2.2866 -0.1551 -1.6070 0.242
H 1.8411 1.4109 -0.6678 0.246
H 3.5541 1.2998 -1.4659 0.232
H 4.7445 0.7888 1.1439 0.237
H 4.8737 -0.8181 0.9587 0.238
H 4.9864 0.1111 -0.5612 0.224
H -3.6414 1.4384 -0.0599 0.228
H -4.4783 0.3695 1.0416 0.238
H -2.9288 1.4100 1.5233 0.255
H -2.5857 -1.8822 -1.3836 0.260
H -4.1341 -1.2578 -0.6059 0.219
H -3.1726 -0.1127 -1.5627 0.220
H -2.5070 -1.0611 1.0787 0.436

# 3
26
Properties=species:S:1:pos:R:3:nbo_charge:R:1 method="wB97M-V/def2-TZVPD" homo_lumo_gap_ev=10.8 charge=+1 energy_ev=-14568.6721 e_homo_ev=-14.673 smiles="CC(C)=[N+](OC(N)=O)C(C)C" lumo_ev=-3.9
C 0.2816 -2.4574 0.3626 -0.693
C -0.6966 -1.3067 -0.0223 0.475
C -1.9823 -1.5721 -0.5750 -0.752
N -0.2907 -0.0877 0.2044 0.015
O 0.9952 0.1056 0.7016 -0.443
C 2.3172 -0.1640 0.0486 0.892
N 3.1969 0.1667 0.9661 -0.823
O 2.3809 -0.5780 -1.0685 -0.564
C -0.8934 1.1522 -0.1392 -0.078
C -0.3267 1.7587 -1.5345 -0.614
C -0.9028 1.9932 1.1234 -0.635
H 1.0798 -2.6061 -0.3572 0.283
H -0.2818 -3.4179 0.4815 0.254
H 0.6093 -2.3393 1.4312 0.264
H -2.4384 -2.5555 -0.6716 0.286
H -1.9793 -1.3635 -1.6862 0.290
H -2.8143 -1.0833 -0.0742 0.275
H 2.6892 0.5422 1.8446 0.453
H 4.1852 0.1877 0.6724 0.458
H -1.9743 1.0629 -0.4551 0.247
H 0.8049 1.9228 -1.5871 0.233
H -0.5761 1.1918 -2.4885 0.238
H -0.8093 2.6857 -1.6139 0.230
H -1.4094 2.8686 0.8429 0.234
H 0.1029 2.3196 1.4986 0.228
H -1.2677 1.5737 2.0954 0.244

# 4
27
Properties=species:S:1:pos:R:3:nbo_charge:R:1 method="wB97M-V/def2-TZVPD" homo_lumo_gap_ev="7.4 / 7.4" charge=+1 energy_ev=-16614.7171 e_homo_ev="-10.406 / -10.406" lumo_ev="-3.0 / -3.0"
C 0.3620 -1.6219 0.1731 -0.036
C -0.0989 0.7934 -1.5963 -0.098
C -1.0847 -1.1977 0.4154 -0.384
C 1.3176 0.8664 -0.9812 -0.008
C -1.2336 0.2940 0.3699 0.680
C 1.2223 0.4957 0.4950 0.089
C -1.9422 -2.0873 -0.4257 -0.597
N -1.9580 0.9026 1.3573 -0.775
N 2.1617 1.2308 1.4397 -0.750
O -0.9946 1.2265 -0.5800 -0.468
O 1.3111 -0.8627 0.7697 -0.540
O 1.7508 2.2601 -1.0564 -0.718
H 0.5996 -2.7218 0.5171 0.223
H 0.6015 -1.6163 -0.8429 0.157
H -0.2219 1.5189 -2.3202 0.205
H -0.4464 -0.1110 -2.0262 0.199
H -1.1905 -1.4888 1.4227 0.242
H 1.9678 0.0694 -1.5071 0.184
H -1.4729 -2.1308 -1.4176 0.209
H -2.9614 -1.7322 -0.5293 0.236
H -1.9559 -3.1034 -0.0490 0.244
H -2.2113 1.9005 1.2253 0.427
H -2.0814 0.4729 2.2456 0.412
H 1.5152 1.5884 2.2293 0.462
H 2.6620 2.0703 0.9254 0.474
H 2.9078 0.4920 1.6746 0.448
H 1.4745 2.4921 -1.9284 0.484

# 5
26
Properties=species:S:1:pos:R:3:nbo_charge:R:1 method="wB97M-V/def2-TZVPD" homo_lumo_gap_ev=9.8 charge=0 energy_ev=-21818.3874 e_homo_ev=-8.947 smiles="N=[P@](N)(O)[C@H]1C[C@@H]2CC[C@H]1C2" lumo_ev=0.8
N 2.5850 -0.1555 -1.6763 -1.312
P 2.1794 0.0519 -0.1628 2.102
N 2.8382 1.3108 0.7188 -1.224
O 2.8619 -1.1502 0.6799 -0.982
C 0.3793 0.0026 0.5592 -0.538
C -0.4268 1.2815 0.2461 -0.430
C -1.6239 0.7878 -0.5256 -0.213
C -2.5957 0.0075 0.3600 -0.385
C -1.7763 -1.2547 0.8037 -0.414
C -0.5031 -1.1539 -0.0653 -0.241
C -0.9075 -0.3826 -1.3657 -0.415
H 2.0398 0.3967 -2.3455 0.374
H 3.2304 2.1593 0.3292 0.416
H 3.3710 0.8330 1.4319 0.411
H 2.5443 -1.9194 0.1907 0.502
H 0.3760 -0.0207 1.6930 0.247
H 0.0872 2.0680 -0.2238 0.214
H -0.6406 1.8549 1.1059 0.211
H -2.0277 1.4923 -1.0887 0.205
H -3.4388 -0.3559 -0.0676 0.206
H -2.7838 0.7084 1.2704 0.194
H -1.7419 -1.1273 1.9114 0.214
H -2.2548 -2.0956 0.4834 0.201
H -0.1883 -2.1620 -0.3733 0.225
H -1.6380 -1.0120 -1.9245 0.204
H 0.0548 -0.1646 -1.9643 0.227

# 6
26
Properties=species:S:1:pos:R:3:nbo_charge:R:1 method="wB97M-V/def2-TZVPD" homo_lumo_gap_ev=8.6 charge=0 energy_ev=-14015.9530 e_homo_ev=-7.820 smiles="C1O[C@@H]1[C@H]1CN1.C/C=N/NC" lumo_ev=0.7
C 3.7146 1.2668 -0.8816 -0.110
O 4.4548 0.6094 0.1265 -0.480
C 3.0505 0.6135 0.2515 0.040
C 2.4014 -0.7379 0.0286 -0.107
C 1.7368 -1.4687 1.1279 -0.256
N 0.9295 -0.7674 0.1280 -0.583
H 3.7110 0.7504 -1.8395 0.180
H 3.7914 2.3510 -0.9394 0.184
H 2.6418 1.2572 1.0246 0.181
H 2.8341 -1.2931 -0.7903 0.209
H 1.7128 -1.0655 2.1378 0.197
H 1.7346 -2.5697 1.0815 0.206
H 0.6524 0.1293 0.5065 0.341
C -1.6517 -1.9389 -0.7337 -0.643
C -2.1666 -0.5729 -0.4048 -0.030
N -3.4088 -0.4029 -0.1110 -0.224
N -3.8455 0.7902 0.2804 -0.432
C -3.0730 2.0029 0.2577 -0.438
H -1.1558 -2.3659 0.1680 0.215
H -2.4439 -2.6170 -1.0699 0.217
H -0.8589 -1.7999 -1.4834 0.223
H -1.3836 0.1741 -0.2462 0.149
H -4.7626 0.7912 0.6766 0.375
H -3.7082 2.8700 0.5231 0.215
H -2.6999 2.0878 -0.7650 0.195
H -2.2072 1.9062 0.9459 0.175

# 7
26
Properties=species:S:1:pos:R:3:nbo_charge:R:1 method="wB97M-V/def2-TZVPD" multiplicity=3 homo_lumo_gap_ev="6.8 / 5.5" s_squared=2.010 charge=+2 energy_ev=-22786.3423 e_homo_ev="-13.520 / -16.763" lumo_ev="-6.8 / -11.2"
C 0.9432 -2.0945 -0.5570 0.142
C 1.7878 -2.9476 0.0573 -0.330
C 0.5176 0.7097 -1.3773 -0.458
C -0.7193 1.5284 -1.7679 -0.202
C -1.5913 -0.1059 -0.2973 -0.244
C -0.0257 0.1316 -0.0713 -0.077
C 1.3987 -1.0758 1.4711 -0.253
N 0.6872 -1.0058 0.3184 -0.403
N -1.9037 0.5666 -1.5715 -0.538
N 0.1648 1.5049 2.9831 -1.108
S 2.3057 -2.4390 1.5643 0.693
H 0.6453 -2.3715 -1.5865 0.278
H 2.1689 -3.9364 -0.3118 0.311
H 0.8005 0.0456 -2.1717 0.230
H 1.3994 1.4340 -1.3964 0.290
H -0.9198 2.2751 -1.1004 0.217
H -0.7461 1.9610 -2.8315 0.263
H -1.6781 -1.1770 -0.3714 0.242
H -2.0235 0.3714 0.5651 0.261
H 0.1403 0.8729 0.7323 0.288
H 1.1867 -0.1816 2.1271 0.302
H -2.8530 1.0611 -1.6841 0.477
H -1.9101 -0.0391 -2.4934 0.459
H -0.7870 1.7907 2.8618 0.382
H 0.8506 2.1730 3.0592 0.389
H 0.1608 0.9483 3.8498 0.389

# 8
26
Properties=species:S:1:pos:R:3:nbo_charge:R:1 method="wB97M-V/def2-TZVPD" homo_lumo_gap_ev="8.7 / 8.7" charge=+1 energy_ev=-13451.8425 e_homo_ev="-12.119 / -12.123" lumo_ev="-3.4 / -3.4"
C -0.1273 1.7302 1.9225 0.087
C -1.3109 -0.2110 0.2719 0.284
C -1.4477 2.0670 1.4510 -0.471
C -1.7274 1.2785 0.1548 -0.451
C 0.2005 -0.4157 -0.0762 0.401
C 0.0253 0.1609 -2.5520 -0.404
C 2.2377 -1.9597 0.1947 -0.421
N 0.5897 0.7951 1.5843 -0.414
N -2.1332 -1.1062 0.6581 -0.633
N 0.7174 -0.0145 -1.2848 -0.660
N 0.8241 -1.6950 0.5553 -0.572
H 0.3626 2.2586 2.7593 0.238
H -2.0689 1.6985 2.2786 0.257
H -1.6904 3.0621 1.1647 0.257
H -1.2357 1.7464 -0.7255 0.220
H -2.7704 1.3744 -0.0356 0.255
H -0.9131 -0.4901 -2.6392 0.224
H -0.2685 1.2193 -2.5978 0.204
H 0.6072 -0.1328 -3.3587 0.226
H 2.7113 -1.0219 -0.0796 0.228
H 2.8273 -2.4579 0.8643 0.245
H 2.3344 -2.5283 -0.8573 0.241
H -1.9800 -2.0195 0.5954 0.337
H 1.6590 0.4229 -1.1624 0.408
H 0.6234 -1.6840 1.6272 0.476
H 0.2305 -2.4877 0.1972 0.435